This record from the Open Molecules 2025 dataset describes a structure of composition C31H36BBiF4NO2S5Te. The level of theory is ωB97M-V with the def2-TZVPD basis set.

Geometry as XYZ:
```
82
C31H36BBiF4NO2S5Te | the Open Molecules 2025 dataset | ωB97M-V with the def2-TZVPD basis set
Bi -0.196 -0.639 -0.564
C -1.252 -0.195 2.931
C -0.437 1.071 2.752
O -0.323 1.477 1.384
C -1.430 2.267 0.925
C -1.051 2.936 -0.373
H -1.349 -0.425 3.994
H -0.754 -1.048 2.460
H -2.251 -0.103 2.506
H 0.583 0.923 3.106
H -0.872 1.896 3.326
H -1.655 3.019 1.689
H -2.314 1.636 0.793
H -0.140 3.525 -0.256
H -1.857 3.596 -0.697
H -0.908 2.207 -1.174
F -1.979 -1.399 -2.025
B -3.095 -0.644 -1.441
F -2.898 0.692 -1.787
F -4.285 -1.163 -1.837
F -2.879 -0.776 -0.028
C 0.182 -0.175 -5.949
S -0.888 0.560 -4.689
C 0.321 1.400 -3.730
C 1.231 0.846 -2.903
S 1.459 -0.866 -2.539
S 2.265 1.978 -2.062
C 1.577 3.449 -2.668
S 2.073 4.934 -2.193
S 0.338 3.145 -3.835
H -0.484 -0.688 -6.642
H 0.858 -0.899 -5.501
H 0.735 0.594 -6.485
C 9.823 -0.137 1.917
C 8.339 -0.260 1.704
C 7.721 0.318 0.605
C 6.349 0.219 0.399
C 5.752 0.885 -0.815
C 5.573 -0.473 1.341
Te 3.457 -0.492 0.945
N 1.375 -1.590 0.824
C 0.884 -2.760 0.553
O -0.220 -2.786 -0.166
C 1.411 -4.076 0.994
C 0.605 -5.205 0.864
C 1.069 -6.438 1.292
C 2.340 -6.556 1.837
C 3.152 -5.435 1.955
C 2.685 -4.200 1.537
C 2.900 0.003 2.915
C 2.242 -0.937 3.701
C 1.875 -0.622 4.999
C 2.159 0.640 5.503
C 2.800 1.577 4.707
C 3.184 1.283 3.399
C 3.860 2.335 2.562
C 6.178 -1.097 2.442
C 5.422 -1.894 3.472
C 7.552 -0.967 2.603
H 10.303 0.362 1.077
H 10.282 -1.119 2.040
H 10.037 0.439 2.819
H 8.319 0.861 -0.119
H 6.537 1.292 -1.450
H 5.091 1.710 -0.537
H 5.166 0.191 -1.422
H -0.379 -5.100 0.429
H 0.438 -7.312 1.195
H 2.701 -7.522 2.166
H 4.148 -5.524 2.369
H 3.319 -3.329 1.611
H 2.011 -1.913 3.296
H 1.367 -1.358 5.610
H 1.873 0.900 6.514
H 3.004 2.566 5.100
H 3.867 3.293 3.081
H 3.340 2.477 1.611
H 4.895 2.064 2.340
H 4.575 -2.428 3.043
H 5.029 -1.250 4.261
H 6.081 -2.628 3.935
H 8.023 -1.447 3.456
```

Properties
Total charge: 0
HOMO (alpha / beta), Eh: -0.296 / -0.296
DFT total energy, Eh: -4306.19347
2S+1: 2
Lowest unoccupied orbital energy (alpha / beta), eV: -0.248 / -2.248
<S²>: 0.76
Energy relative to the best compared isomer or geometry (same formula, charge and spin), kcal per mole: 0.0
HOMO-LUMO gap (alpha / beta), Eh: 0.2866 / 0.2130

Here are the Löwdin charges for atoms 1 to 4, given in e: number 1, Bi, carries 1.811; number 2, C, carries -0.059; number 3, C, carries -0.250; number 4, O, carries -0.276

---

This record from the Open Molecules 2025 dataset describes a structure of composition C31H36BF4HgN10O2P2S2Se. The level of theory is ωB97M-V with the def2-TZVPD basis set.

Geometry as XYZ:
```
90
C31H36BF4HgN10O2P2S2Se | the Open Molecules 2025 dataset | ωB97M-V with the def2-TZVPD basis set
Hg -0.225 -0.615 0.453
Se -5.869 2.088 5.463
N -4.125 2.429 5.313
C -3.673 1.667 4.354
C -2.284 1.642 3.931
C -1.327 2.438 4.524
C -0.015 2.395 4.063
C 0.284 1.534 3.016
N -0.598 0.738 2.429
C -1.906 0.774 2.852
C -2.857 -0.038 2.200
N -2.463 -0.810 1.129
C -3.353 -1.593 0.543
C -4.674 -1.714 0.935
C -5.114 -0.918 1.996
C -4.231 -0.069 2.623
C -4.645 0.808 3.706
N -5.870 0.881 4.149
H -1.625 3.084 5.341
H 0.761 3.016 4.490
H 1.296 1.486 2.645
H -2.996 -2.152 -0.313
H -5.338 -2.394 0.417
H -6.143 -0.942 2.334
N 3.031 -0.070 2.103
C 2.451 -1.226 2.501
N 1.391 -1.768 1.962
C 1.056 -2.958 2.611
C 1.834 -3.252 3.678
S 3.067 -2.075 3.884
C 0.015 -3.880 2.125
C -0.334 -5.013 2.781
S -1.448 -5.937 1.856
C -1.360 -4.725 0.614
N -0.595 -3.712 0.890
N -1.985 -4.933 -0.586
H 2.849 0.200 1.148
H 3.990 0.071 2.371
H 1.774 -4.103 4.339
H -0.003 -5.367 3.745
H -2.777 -5.551 -0.616
H -2.002 -4.156 -1.218
C -2.095 2.379 -3.046
P -2.134 0.704 -2.283
C -3.863 0.220 -2.702
C -1.232 -0.231 -3.612
C -0.645 -1.583 -3.150
P 0.767 -1.444 -1.938
C 1.948 -0.659 -3.102
C 1.358 -3.169 -1.912
H -2.731 3.058 -2.476
H -2.443 2.338 -4.080
H -1.075 2.770 -3.025
H -4.136 0.571 -3.699
H -4.550 0.643 -1.967
H -3.960 -0.866 -2.665
H -0.430 0.411 -3.985
H -1.931 -0.390 -4.435
H -0.253 -2.125 -4.014
H -1.445 -2.194 -2.724
H 1.812 -1.116 -4.083
H 2.966 -0.830 -2.762
H 1.779 0.414 -3.178
H 1.612 -3.486 -2.925
H 0.594 -3.822 -1.497
H 2.246 -3.216 -1.281
O 6.456 2.305 -2.721
C 5.341 2.994 -3.207
N 4.202 2.835 -2.306
C 3.155 3.672 -2.346
O 3.065 4.611 -3.126
C 2.032 3.379 -1.387
C 1.222 4.425 -0.969
C 0.117 4.148 -0.183
C -0.169 2.828 0.121
N 0.605 1.812 -0.268
C 1.691 2.090 -0.991
H 6.221 1.384 -2.543
H 5.052 2.659 -4.208
H 5.599 4.048 -3.268
H 4.303 2.154 -1.563
H 1.462 5.434 -1.281
H -0.532 4.937 0.174
H -1.062 2.568 0.678
H 2.292 1.239 -1.287
F 5.128 -0.698 -1.613
B 4.590 -0.656 -0.308
F 5.258 -1.497 0.567
F 4.651 0.702 0.163
F 3.199 -1.030 -0.368
```

Properties
Total charge: 0
HOMO (alpha / beta), Eh: -0.188 / -0.296
DFT total energy, Eh: -6359.51877
2S+1: 2
Lowest unoccupied orbital energy (alpha / beta), eV: -0.255 / -0.171
<S²>: 0.78
Energy relative to the best compared isomer or geometry (same formula, charge and spin), kcal per mole: 28.3
HOMO-LUMO gap (alpha / beta), Eh: 0.1789 / 0.2896

Here are the Löwdin charges for atoms 1 to 4, given in e: number 1, Hg, carries 0.980; number 2, Se, carries 1.061; number 3, N, carries -0.240; number 4, C, carries -0.345

---

This record from the Open Molecules 2025 dataset describes a cluster of 8 separate species, C31H36BN3O25S in total in a non-equilibrium geometry. The level of theory is ωB97M-V with the def2-TZVPD basis set.

Geometry as XYZ:
```
97
C31H36BN3O25S | the Open Molecules 2025 dataset | ωB97M-V with the def2-TZVPD basis set
C 3.885 -2.091 2.331
C 3.378 -1.777 1.145
C 2.324 -1.811 -0.083
C 2.518 -2.881 -1.253
C 1.521 -3.033 -2.490
C 1.869 -4.200 -3.541
B 1.651 -3.808 -5.108
O 1.632 -4.909 -6.087
O 1.435 -2.483 -5.641
C 0.276 -2.057 -2.544
N -0.771 -2.050 -3.560
S -1.858 -0.798 -3.028
N -1.153 -0.177 -1.565
C 0.077 -0.986 -1.385
C 1.075 -0.827 -0.132
C 0.761 0.272 1.023
O -0.554 -0.106 1.600
N -0.567 0.239 2.927
O -1.603 -0.192 3.361
H 4.470 -2.405 3.279
H 3.434 -3.597 -1.182
H 1.303 -5.169 -3.216
H 3.002 -4.445 -3.399
H 1.660 -5.745 -5.541
H 0.593 -2.441 -6.177
H 1.558 0.243 1.864
H 0.643 1.347 0.585
O 0.503 -6.283 3.849
C 0.077 -5.269 4.337
O -0.985 -5.212 5.188
C -1.028 -3.894 5.712
C -0.311 -3.092 4.672
O 0.594 -4.031 4.109
H -2.059 -3.565 5.854
H -0.515 -3.880 6.679
H -0.981 -2.731 3.886
H 0.226 -2.242 5.097
O -3.843 0.141 -5.489
C -4.280 1.152 -5.005
O -5.356 1.203 -4.171
C -5.411 2.520 -3.644
C -4.679 3.327 -4.670
O -3.763 2.393 -5.221
H -6.445 2.845 -3.518
H -4.914 2.532 -2.669
H -5.337 3.688 -5.465
H -4.152 4.176 -4.234
O 3.208 0.701 3.363
C 3.978 0.858 4.274
O 5.112 1.609 4.203
C 5.616 1.729 5.525
C 5.040 0.534 6.217
O 3.828 0.305 5.510
H 6.707 1.725 5.527
H 5.263 2.672 5.954
H 5.673 -0.348 6.125
H 4.843 0.720 7.275
O -4.554 6.048 -6.182
C -3.673 6.571 -5.546
O -2.856 5.916 -4.670
C -1.824 6.821 -4.308
C -2.442 8.161 -4.564
O -3.365 7.896 -5.610
H -1.538 6.686 -3.264
H -0.952 6.634 -4.942
H -2.990 8.542 -3.697
H -1.707 8.906 -4.874
O -6.803 11.611 -9.785
C -6.412 10.634 -9.204
O -5.348 9.879 -9.597
C -5.072 8.970 -8.542
C -6.382 8.872 -7.825
O -6.976 10.139 -8.067
H -4.740 8.008 -8.937
H -4.280 9.389 -7.913
H -7.029 8.093 -8.239
H -6.258 8.699 -6.754
O 7.451 -0.063 6.752
C 7.845 -1.043 7.331
O 8.913 -1.790 6.939
C 9.190 -2.704 7.989
C 7.876 -2.812 8.699
O 7.278 -1.547 8.461
H 9.529 -3.662 7.591
H 9.976 -2.285 8.624
H 7.235 -3.592 8.277
H 7.994 -2.991 9.769
O -4.543 -10.133 3.628
C -3.729 -9.285 3.376
O -2.391 -9.411 3.598
C -1.758 -8.308 2.966
C -2.847 -7.284 2.899
O -4.026 -8.072 2.830
H -0.901 -7.967 3.547
H -1.414 -8.619 1.974
H -2.890 -6.660 3.797
H -2.759 -6.639 2.023
```

Properties
Total charge: 0
HOMO, Eh: -0.306
DFT total energy, Eh: -3670.90545
Lowest unoccupied orbital energy, eV: -1.339
HOMO-LUMO gap, Eh: 0.2571

Here are the Löwdin charges for atoms 1 to 4, given in e: number 1, C, carries 0.086; number 2, C, carries -0.061; number 3, C, carries -0.106; number 4, C, carries 0.030